# 1
Formula: C20H10ClCoF6N5OP
Source: OMol25
Level of theory: the ωB97M-V functional and the def2-TZVPD basis

Each line ends with the natural charge from an NBO analysis.
Element x y z (Å)
Co1 0.050 -0.172 -1.210  1.28
Cl1 -0.558 6.077 1.767  0.12
C1 -0.860 4.640 0.911  0.04
C2 -1.404 4.707 -0.388  -0.22
C3 -1.619 3.559 -1.082  -0.14
C4 -1.231 2.276 -0.555  0.44
O1 -1.350 1.258 -1.285  -0.59
C5 -0.703 2.241 0.810  -0.13
C6 -0.480 0.961 1.475  0.18
N1 -0.227 -0.093 0.811  -0.45
C7 -0.379 -1.393 1.328  0.09
C8 -0.126 -1.828 2.596  -0.18
C9 -0.406 -3.168 2.937  -0.19
C10 -0.944 -4.030 2.022  -0.16
C11 -1.202 -3.603 0.698  -0.10
C12 -1.722 -4.433 -0.319  -0.08
C13 -1.884 -3.935 -1.580  -0.25
C14 -1.500 -2.610 -1.848  0.12
N2 -1.033 -1.808 -0.923  -0.49
C15 -0.889 -2.283 0.350  0.25
C16 -0.557 3.410 1.511  -0.18
H1 -1.614 5.674 -0.821  0.26
H2 -2.012 3.569 -2.088  0.24
H3 -0.652 0.928 2.553  0.19
H4 0.314 -1.164 3.328  0.23
H5 -0.186 -3.511 3.938  0.23
H6 -1.160 -5.055 2.293  0.22
H7 -1.974 -5.461 -0.091  0.23
H8 -2.265 -4.546 -2.385  0.24
H9 -1.557 -2.214 -2.854  0.22
H10 -0.163 3.403 2.519  0.26
F1 1.324 -1.405 -2.101  -0.62
P1 2.539 -2.447 -1.363  2.62
F2 1.353 -3.534 -1.176  -0.59
F3 3.598 -3.391 -0.669  -0.57
F4 3.579 -1.268 -1.586  -0.56
F5 2.813 -3.012 -2.824  -0.57
F6 2.091 -1.781 0.049  -0.60
N3 1.335 1.253 -1.350  -0.54
C17 1.684 2.331 -1.103  0.49
C18 2.023 3.621 -0.741  -0.60
C19 2.307 3.867 0.623  0.31
N4 2.487 4.098 1.739  -0.38
C20 1.712 4.691 -1.613  0.30
N5 1.451 5.579 -2.301  -0.36

Results
* energy above the lowest of the compared OMol25 structures with the same formula, charge and spin: 16.40 kcal/mol
* multiplicity: 3
* E_LUMO (alpha / beta): -1.531 / -3.657 eV
* energy: -106148.0727 eV
* charge: 0
* Kohn-Sham gap (alpha / beta): 6.93 / 4.77 eV


# 2
Formula: C20H11F4N6O2Pt
Source: OMol25
Level of theory: the ωB97M-V functional and the def2-TZVPD basis

Each line ends with the natural charge from an NBO analysis.
Element x y z (Å)
Pt1 -0.507 -1.324 -0.460  1.02
N1 2.465 -4.099 -2.027  -0.79
C1 1.426 -3.333 -1.637  0.71
O1 1.580 -2.456 -0.779  -0.66
C2 0.098 -3.581 -2.303  -0.54
C3 -1.061 -3.169 -1.414  -0.68
H1 3.383 -3.904 -1.668  0.41
H2 2.361 -4.787 -2.750  0.40
H3 0.039 -4.628 -2.621  0.21
H4 0.106 -2.970 -3.211  0.25
H5 -1.211 -3.860 -0.587  0.20
H6 -1.978 -3.049 -1.983  0.20
O2 -0.331 -2.328 1.591  -0.59
N2 0.238 -1.501 2.450  0.06
C4 -0.502 -0.949 3.429  0.02
C5 0.065 -0.066 4.323  -0.22
C6 1.405 0.265 4.208  -0.17
C7 2.144 -0.313 3.187  -0.21
C8 1.543 -1.193 2.315  0.01
H7 -1.536 -1.253 3.434  0.25
H8 -0.557 0.364 5.096  0.24
H9 1.863 0.962 4.898  0.23
H10 3.191 -0.079 3.050  0.24
H11 2.031 -1.672 1.478  0.26
F1 1.811 1.479 -0.716  -0.30
C9 0.735 2.264 -0.682  0.37
C10 0.019 2.364 0.453  0.30
F2 0.391 1.654 1.521  -0.31
C11 -1.223 3.053 0.479  -0.06
C12 -1.416 3.984 -0.569  0.33
C13 -0.688 3.890 -1.724  0.38
F3 -1.105 4.548 -2.798  -0.29
C14 0.266 2.854 -1.889  -0.11
C15 0.464 2.123 -3.082  -0.32
C16 0.437 0.721 -2.826  0.39
N3 0.254 -0.353 -2.443  -0.45
C17 0.305 2.612 -4.407  0.26
N4 0.185 2.989 -5.490  -0.29
F4 -2.514 4.728 -0.570  -0.28
C18 -2.276 2.423 1.216  -0.37
C19 -3.449 3.043 1.711  0.27
N5 -4.394 3.549 2.139  -0.30
C20 -2.159 1.022 1.029  0.42
N6 -1.901 -0.029 0.626  -0.49

Results
* energy above the lowest of the compared OMol25 structures with the same formula, charge and spin: 18.23 kcal/mol
* multiplicity: 4
* E_LUMO (alpha / beta): -0.599 / -2.540 eV
* energy: -48062.6973 eV
* charge: 0
* Kohn-Sham gap (alpha / beta): 6.56 / 5.48 eV


# 3
Formula: C20H11F6N8O4ReS4
Source: OMol25
Level of theory: the ωB97M-V functional and the def2-TZVPD basis

Each line ends with the natural charge from an NBO analysis.
Element x y z (Å)
Re1 -0.794 0.458 0.784  1.15
N1 0.857 3.784 -1.461  -0.49
C1 0.045 2.998 -0.785  0.39
N2 0.426 1.874 -0.226  -0.59
C2 1.764 1.442 -0.337  0.42
N3 2.179 0.344 0.204  -0.30
N4 1.132 -0.290 0.868  -0.33
C3 1.302 -1.433 1.416  0.19
C4 0.124 -2.014 2.076  0.13
C5 0.168 -3.205 2.753  -0.15
C6 -1.002 -3.680 3.344  -0.09
C7 -2.160 -2.942 3.237  -0.21
C8 -2.143 -1.741 2.539  0.13
N5 -1.027 -1.286 1.972  -0.48
C9 2.687 2.287 -1.086  -0.08
C10 4.033 1.949 -1.259  -0.15
C11 4.864 2.787 -1.969  -0.19
C12 4.367 3.974 -2.516  -0.14
C13 3.042 4.323 -2.358  -0.22
C14 2.213 3.468 -1.642  0.15
H1 0.483 4.629 -1.868  0.44
H2 -0.992 3.297 -0.692  0.24
H3 2.261 -1.938 1.376  0.24
H4 1.091 -3.766 2.798  0.25
H5 -0.998 -4.625 3.870  0.25
H6 -3.087 -3.282 3.675  0.26
H7 -3.028 -1.134 2.413  0.24
H8 4.400 1.029 -0.828  0.25
H9 5.904 2.528 -2.103  0.24
H10 5.025 4.630 -3.069  0.24
H11 2.653 5.240 -2.780  0.23
S1 -0.465 1.658 2.784  0.10
C15 -1.816 2.751 2.823  -0.25
C16 -1.776 3.729 3.876  0.22
N6 -1.721 4.519 4.708  -0.21
C17 -2.833 2.699 1.942  -0.27
S2 -2.904 1.509 0.676  0.09
C18 -3.931 3.625 2.008  0.22
N7 -4.804 4.371 2.035  -0.21
F1 -2.346 -0.324 -3.587  -0.30
C19 -2.271 -1.572 -3.132  0.80
F2 -3.464 -2.108 -3.089  -0.27
F3 -1.461 -2.278 -3.891  -0.28
S3 -1.579 -1.477 -1.374  2.17
O1 -2.716 -1.489 -0.487  -0.90
O2 -0.886 -0.133 -1.345  -0.94
N8 -0.471 -2.522 -1.073  -1.21
S4 -0.883 -4.101 -1.070  2.23
O3 -2.042 -4.343 -1.879  -0.91
O4 -0.782 -4.652 0.247  -0.92
C20 0.577 -4.765 -1.973  0.73
F4 0.730 -4.163 -3.144  -0.30
F5 0.380 -6.061 -2.159  -0.29
F6 1.676 -4.579 -1.243  -0.31

Results
* energy above the lowest of the compared OMol25 structures with the same formula, charge and spin: 0.00 kcal/mol
* multiplicity: 4
* E_LUMO (alpha / beta): -4.796 / -5.611 eV
* energy: -102798.3789 eV
* charge: +1
* Kohn-Sham gap (alpha / beta): 6.41 / 6.32 eV


# 4
Formula: C20H11N4O9Pb
Source: OMol25
Level of theory: the ωB97M-V functional and the def2-TZVPD basis

Each line ends with the natural charge from an NBO analysis.
Element x y z (Å)
Pb1 -1.121 -1.522 -1.191  1.57
O1 -5.359 -1.635 -1.396  -0.56
C1 -4.203 -1.798 -1.103  0.75
O2 -3.208 -1.016 -1.424  -0.88
C2 -3.818 -2.994 -0.230  0.09
C3 -4.803 -3.875 0.177  -0.19
C4 -4.434 -4.969 0.945  -0.13
C5 -3.099 -5.141 1.276  -0.24
C6 -2.176 -4.212 0.829  0.05
N1 -2.532 -3.155 0.093  -0.55
H1 -5.823 -3.683 -0.123  0.27
H2 -5.179 -5.679 1.278  0.24
H3 -2.769 -5.979 1.871  0.24
H4 -1.126 -4.300 1.068  0.22
O3 2.107 -3.721 2.117  -0.15
C7 1.694 -2.668 1.437  0.73
O4 0.566 -2.708 1.002  -0.55
C8 2.678 -1.561 1.313  -0.19
C9 3.931 -1.689 1.842  -0.14
C10 4.856 -0.645 1.714  0.14
C11 4.573 0.555 1.062  -0.19
C12 3.322 0.680 0.540  0.09
C13 2.294 -0.347 0.616  0.47
O5 1.193 -0.152 0.100  -0.48
N2 2.919 1.901 -0.163  0.52
O6 2.357 2.738 0.504  -0.32
O7 3.178 1.956 -1.342  -0.31
N3 6.201 -0.828 2.299  0.51
O8 6.403 -1.868 2.884  -0.33
O9 6.955 0.116 2.218  -0.32
H5 4.255 -2.581 2.365  0.29
H6 5.324 1.330 0.987  0.29
N4 -1.188 1.014 -1.159  -0.49
C14 -1.171 2.146 -1.351  0.45
C15 -1.163 3.547 -1.612  -0.16
C16 -0.009 4.293 -1.362  -0.17
C17 -0.019 5.649 -1.629  -0.21
C18 -1.163 6.252 -2.136  -0.15
C19 -2.309 5.505 -2.379  -0.20
C20 -2.318 4.147 -2.118  -0.16
H7 0.874 3.812 -0.964  0.24
H8 0.867 6.240 -1.442  0.23
H9 -1.163 7.314 -2.342  0.23
H10 -3.195 5.982 -2.773  0.23
H11 -3.202 3.551 -2.301  0.24

Results
* energy above the lowest of the compared OMol25 structures with the same formula, charge and spin: 0.00 kcal/mol
* E_LUMO (alpha / beta): -7.058 / -6.766 eV
* energy: -50539.9105 eV
* charge: +1
* Kohn-Sham gap (alpha / beta): 5.32 / 5.61 eV


# 5
Formula: C20H12BCl3F4N5O2RhS2Si
Source: OMol25
Level of theory: the ωB97M-V functional and the def2-TZVPD basis

Each line ends with the natural charge from an NBO analysis.
Element x y z (Å)
Rh1 0.089 -0.206 0.068  0.37
S1 0.876 1.889 0.363  0.04
C1 0.536 2.183 2.047  -0.32
C2 0.949 3.450 2.559  0.29
N1 1.299 4.471 2.962  -0.36
C3 -0.059 1.260 2.840  -0.29
S2 -0.505 -0.329 2.282  0.02
C4 -0.339 1.554 4.210  0.30
N2 -0.595 1.780 5.311  -0.37
C5 5.021 2.318 -6.738  -0.25
O1 4.144 3.121 -5.981  -0.50
C6 2.800 2.921 -6.190  0.27
C7 2.270 2.433 -7.376  -0.31
C8 0.896 2.267 -7.498  -0.23
C9 0.031 2.526 -6.437  0.14
C10 0.584 3.064 -5.265  -0.24
C11 1.944 3.265 -5.149  -0.24
N3 -1.338 2.309 -6.680  -0.30
N4 -2.206 2.184 -5.762  -0.13
C12 -2.003 1.676 -4.501  -0.07
C13 -3.025 2.023 -3.600  -0.11
C14 -3.000 1.731 -2.261  -0.35
C15 -1.901 1.041 -1.692  0.44
O2 -1.834 0.733 -0.477  -0.67
C16 -0.832 0.636 -2.614  0.07
N5 0.213 -0.039 -2.058  -0.42
C17 1.088 -0.629 -2.845  0.09
C18 0.960 -0.608 -4.236  -0.24
C19 -0.034 0.131 -4.812  -0.16
C20 -0.938 0.845 -3.999  0.00
H1 6.003 2.413 -6.278  0.19
H2 5.086 2.651 -7.779  0.16
H3 4.711 1.269 -6.720  0.18
H4 2.912 2.185 -8.211  0.21
H5 0.468 1.906 -8.425  0.21
H6 -0.060 3.330 -4.438  0.23
H7 2.366 3.671 -4.239  0.23
H8 -3.851 2.584 -4.024  0.21
H9 -3.809 2.010 -1.600  0.21
H10 1.898 -1.155 -2.370  0.24
H11 1.650 -1.187 -4.834  0.22
H12 -0.154 0.138 -5.885  0.22
Cl1 2.043 -2.989 1.443  -0.41
Si1 2.089 -1.028 0.776  1.19
Cl2 3.024 -0.057 2.382  -0.44
Cl3 3.664 -0.982 -0.620  -0.45
F1 0.937 -3.253 -1.537  -0.57
B1 -0.436 -3.279 -1.287  1.36
F2 -1.151 -3.071 -2.465  -0.57
F3 -0.822 -4.443 -0.647  -0.56
F4 -0.752 -2.156 -0.393  -0.55

Results
* energy above the lowest of the compared OMol25 structures with the same formula, charge and spin: 5.30 kcal/mol
* E_LUMO: 3.798 eV
* energy: -114164.6296 eV
* charge: -2
* Kohn-Sham gap: 6.27 eV


# 6
Formula: C20H12BrClF4PRhS3
Source: OMol25
Level of theory: the ωB97M-V functional and the def2-TZVPD basis

Each line ends with the natural charge from an NBO analysis.
Element x y z (Å)
Rh1 2.537 0.173 0.343  0.32
S1 5.684 3.125 0.291  -0.05
C1 4.455 2.130 -0.224  -0.59
S2 4.661 0.545 -0.813  -0.07
S3 2.826 2.685 -0.080  0.05
F1 -1.429 -5.732 -0.228  -0.27
C2 -1.038 -4.460 -0.241  0.31
C3 -1.971 -3.432 -0.112  0.27
F2 -3.264 -3.716 0.052  -0.28
C4 -1.541 -2.111 -0.155  0.41
F3 -2.454 -1.142 -0.048  -0.30
C5 -0.199 -1.767 -0.293  -0.43
P1 0.320 0.006 -0.297  0.99
C6 -0.540 0.637 -1.785  -0.39
C7 -1.851 1.104 -1.792  -0.18
C8 -2.413 1.550 -2.974  -0.21
C9 -1.676 1.548 -4.147  -0.18
C10 -0.362 1.105 -4.139  -0.23
C11 0.205 0.655 -2.961  -0.12
C12 -0.575 0.678 1.134  -0.36
C13 -0.722 -0.084 2.290  -0.16
C14 -1.250 0.486 3.433  -0.22
C15 -1.618 1.822 3.436  -0.21
C16 -1.430 2.595 2.302  -0.18
C17 -0.900 2.032 1.156  -0.22
C18 0.722 -2.810 -0.399  -0.12
Br1 2.580 -2.497 -0.583  0.21
C19 0.306 -4.136 -0.389  0.30
F4 1.207 -5.106 -0.526  -0.28
H1 -2.429 1.117 -0.881  0.23
H2 -3.438 1.890 -2.977  0.22
H3 -2.126 1.892 -5.067  0.22
H4 0.217 1.104 -5.049  0.22
H5 1.236 0.325 -2.938  0.22
H6 -0.422 -1.123 2.296  0.21
H7 -1.364 -0.110 4.326  0.22
H8 -2.033 2.265 4.329  0.22
H9 -1.687 3.643 2.310  0.22
H10 -0.731 2.633 0.274  0.23
Cl1 3.838 -1.215 2.770  -0.02
C20 2.976 0.289 2.492  -0.43
H11 3.626 1.125 2.764  0.22
H12 2.065 0.280 3.096  0.20

Results
* energy above the lowest of the compared OMol25 structures with the same formula, charge and spin: 0.84 kcal/mol
* E_LUMO (alpha / beta): -1.477 / -1.826 eV
* energy: -159169.9350 eV
* charge: 0
* Kohn-Sham gap (alpha / beta): 5.99 / 5.69 eV